Entry 1:
{"formula": "C13H40ClF2NO21P4S2Sr", "method": "wB97M-V/def2-TZVPD", "symbols": ["Sr", "N", "S", "O", "O", "F", "S", "O", "O", "F", "Cl", "C", "O", "H", "H", "H", "H", "C", "O", "P", "O", "O", "C", "O", "C", "H", "H", "H", "H", "H", "H", "H", "H", "H", "C", "O", "P", "O", "O", "C", "O", "C", "H", "H", "H", "H", "H", "H", "H", "H", "H", "C", "O", "P", "O", "O", "C", "O", "C", "H", "H", "H", "H", "H", "H", "H", "H", "H", "C", "O", "P", "O", "O", "C", "O", "C", "H", "H", "H", "H", "H", "H", "H", "H", "H"], "coordinates": [[0.450, 0.169, 0.405], [0.146, -1.959, 1.650], [0.184, -2.517, 3.165], [1.342, -3.276, 3.485], [-1.068, -2.961, 3.676], [0.390, -1.120, 3.900], [-0.484, -3.306, 0.882], [-1.890, -3.451, 0.913], [0.328, -4.467, 0.879], [-0.220, -2.693, -0.566], [0.810, 2.730, -0.800], [3.298, -0.283, 2.620], [2.760, 0.699, 1.730], [2.626, -1.132, 2.647], [4.294, -0.608, 2.307], [3.390, 0.138, 3.625], [3.348, 1.457, 1.676], [-2.398, 1.541, 5.677], [-1.606, 1.022, 4.607], [-0.800, 2.003, 3.705], [-0.110, 1.375, 2.581], [0.153, 2.751, 4.719], [1.400, 3.294, 4.259], [-1.868, 3.077, 3.269], [-1.653, 3.902, 2.110], [-1.796, 2.097, 6.395], [-2.803, 0.695, 6.232], [-3.249, 2.101, 5.293], [2.178, 2.535, 4.345], [1.666, 4.111, 4.926], [1.330, 3.632, 3.227], [-2.611, 4.005, 1.614], [-0.909, 3.483, 1.426], [-1.272, 4.877, 2.419], [5.666, 0.112, -0.660], [5.031, -0.804, -1.546], [3.735, -1.567, -1.100], [2.574, -0.721, -0.820], [4.217, -2.442, 0.104], [3.310, -3.441, 0.632], [3.510, -2.610, -2.249], [3.579, -2.197, -3.626], [6.297, 0.774, -1.247], [6.283, -0.416, 0.068], [4.959, 0.742, -0.115], [3.758, -4.425, 0.500], [2.372, -3.449, 0.082], [3.150, -3.275, 1.693], [2.677, -2.557, -4.114], [4.428, -2.700, -4.090], [3.698, -1.124, -3.741], [-0.393, -2.580, -5.209], [-0.233, -2.136, -3.858], [-0.240, -0.617, -3.458], [-0.309, -0.412, -2.018], [1.049, -0.082, -4.172], [1.698, 1.123, -3.706], [-1.405, 0.075, -4.288], [-2.712, -0.531, -4.252], [0.489, -3.134, -5.525], [-0.518, -1.738, -5.890], [-1.254, -3.244, -5.239], [2.284, 0.894, -2.819], [0.994, 1.920, -3.487], [2.385, 1.438, -4.491], [-3.150, -0.367, -5.232], [-3.321, -0.052, -3.486], [-2.677, -1.596, -4.024], [-3.042, 2.520, -1.868], [-3.772, 1.336, -1.487], [-3.417, 0.725, -0.073], [-2.016, 0.373, 0.100], [-3.904, 1.754, 1.005], [-5.177, 2.407, 0.916], [-4.428, -0.455, 0.040], [-4.150, -1.685, -0.652], [-2.080, 2.221, -2.281], [-2.888, 3.209, -1.035], [-3.623, 3.071, -2.605], [-5.021, 3.469, 0.728], [-5.666, 2.334, 1.887], [-5.825, 1.943, 0.177], [-4.721, -1.704, -1.582], [-4.469, -2.503, -0.014], [-3.089, -1.801, -0.871]], "relative_energy_kcal_mol": 0.0, "max_force_ha_per_bohr": 0.0672, "orbital_gap_ha": 0.3270, "total_charge": 0}

---

Entry 2:
{"formula": "C2HO3S", "method": "wB97M-V/def2-TZVPD", "symbols": ["C", "C", "O", "O", "O", "S", "H"], "coordinates": [[-0.861, 0.528, -0.543], [-1.085, 1.359, 1.217], [-2.354, 1.200, 1.251], [-3.037, -1.134, 0.458], [-3.604, 0.692, -0.967], [-2.532, 0.080, -0.136], [-0.166, -0.471, -0.440]], "relative_energy_kcal_mol": 144.9, "max_force_ha_per_bohr": 0.0723, "orbital_gap_ha": 0.2818, "total_charge": -1}